Computed, not measured: C11H17BN6Ti as an isolated structure at a distorted geometry, with wB97M-V/def2-TZVPD.

Values from the calculation:
Relative energy (zero: lowest compared OMol25 entry of this formula, charge and spin) ... 0.0 kJ/mol
HOMO energy (spin up / spin down) ... -15.6 / -15.6 eV
Total charge ... +2
HOMO-LUMO gap (spin up / spin down) ... 5.9 / 5.9 eV
Molecular weight ... 291.98 g mol⁻¹

Cartesian coordinates (Å):
H (1.386416, 3.804676, -0.228029)
N (1.044177, 2.078607, -1.429172)
B (0.404242, 0.481674, -3.390594)
N (0.823583, 1.875197, -2.787639)
C (0.956846, 3.057274, -3.415309)
Ti (1.170493, 0.431951, -0.313332)
H (0.872073, 3.117032, -4.487469)
C (1.205577, 4.057282, -2.468978)
H (1.331406, 5.107899, -2.656106)
C (1.245778, 3.419021, -1.228674)
H (0.330705, 0.567324, -4.585892)
C (-2.274256, -2.299125, 2.389670)
H (-1.441288, -2.808519, 2.890331)
H (-1.893341, -1.399734, 1.888931)
H (-2.699643, -2.972768, 1.635530)
N (-1.024687, 0.053773, -2.861543)
N (1.467826, -0.611275, -3.002504)
N (-1.192096, -0.135637, -1.526969)
N (1.875701, -0.832936, -1.692548)
C (-2.204060, -0.186232, -3.500057)
C (2.081717, -1.511323, -3.790629)
H (-2.263476, -0.085594, -4.560668)
H (1.937643, -1.485639, -4.860504)
C (-3.144159, -0.537973, -2.538472)
C (2.845585, -2.371654, -2.999798)
C (-2.463786, -0.491792, -1.306174)
C (2.694291, -1.931791, -1.685877)
H (-4.182026, -0.794226, -2.696224)
H (3.425803, -3.215247, -3.333296)
H (-2.849900, -0.694585, -0.318841)
H (3.088696, -2.308726, -0.750815)
H (-3.000253, -2.039604, 3.085468)
C (1.732098, 0.451072, 1.609991)
H (1.220095, 1.325507, 2.042305)
H (2.826955, 0.550962, 1.533412)
H (1.386263, -0.506971, 2.030477)

Forces on the atoms, in the same order (eV/Å):
0.0749 0.0819 -0.1600
-0.0474 -0.6271 0.2841
-1.2754 -0.3385 -0.3976
0.4149 0.3717 0.1439
-0.1476 -0.8710 0.9559
-2.1719 -0.3775 -2.5795
-0.1046 0.0092 -0.0500
0.0756 -0.2713 1.0689
0.0237 0.0701 -0.0215
-0.0710 0.0445 -1.3443
0.2664 0.0543 0.2544
1.5604 -0.7019 -1.4729
-0.2435 0.1167 -0.1074
-0.0877 -0.0576 0.1012
0.1020 0.1673 0.2123
0.7240 0.2109 0.1478
0.5984 -0.0819 0.1136
1.5274 0.3492 1.1504
-0.4293 0.3816 0.4677
0.4206 -0.0240 1.2298
-0.5577 0.6410 0.8899
-0.1259 0.0005 -0.3824
-0.0599 -0.0496 0.0457
0.3579 0.0983 0.0147
0.1603 -0.0243 1.0663
0.1054 0.1435 -0.8725
-0.1522 0.1181 -1.2112
0.1738 0.0460 -0.0002
0.0208 0.0301 -0.0110
0.1437 0.0154 -0.0210
0.0776 -0.0231 -0.2076
-1.2912 0.5084 1.2428
-0.3990 -0.0470 -1.1655
0.2396 -0.1609 0.1426
-0.1026 -0.0116 0.3405
0.1994 0.2086 0.1322

---

Computed, not measured: a 2-piece molecular cluster, CH7BrN3 overall at a distorted geometry, with wB97M-V/def2-TZVPD.

Values from the calculation:
Relative energy (zero: lowest compared OMol25 entry of this formula, charge and spin) ... 99.5 kJ/mol
HOMO energy ... -14.6 eV
Total charge ... +1
HOMO-LUMO gap ... 9.9 eV
Molecular weight ... 140.99 g mol⁻¹

Cartesian coordinates (Å):
C (0.317296, 0.560047, 0.673064)
N (-0.754796, -0.245796, -1.541468)
N (1.442945, -0.170006, 0.494982)
N (-0.640784, 0.310115, 1.518829)
Br (2.846422, 0.373680, -0.650522)
H (0.059639, 1.514501, 0.199757)
H (-0.227257, -1.134744, -1.610242)
H (-0.980691, -0.149406, -2.544023)
H (1.439401, -1.026598, 1.013307)
H (-1.340796, 1.004871, 1.427631)
H (-0.557691, -0.473448, 2.160941)
H (-1.603688, -0.563216, -1.142254)

Forces on the atoms, in the same order (eV/Å):
1.5424 0.5019 -1.0326
1.1022 -1.0278 -1.6133
-1.8592 2.2057 -0.0322
1.4434 -1.2753 0.0571
-1.0676 -0.5393 0.8513
1.4074 -0.5350 -0.6376
0.0395 0.5605 0.3379
-0.0272 0.5509 0.5281
0.9028 -0.6043 -0.0612
-1.2800 -0.0547 1.0041
-0.8820 0.4224 0.0768
-1.3217 -0.2051 0.5216